This record from the OMol25 dataset describes 2 unconnected molecules or ions with the total composition C2H6N2O. The level of theory is the ωB97M-V functional and the def2-TZVPD basis.

Atoms and positions in Å:
H (-2.174, 0.294, 0.233)
N (-1.589, -0.422, -0.182)
C (-0.598, -0.810, 0.573)
O (-0.098, -2.052, 0.414)
H (-0.403, -0.462, 1.593)
H (-0.420, -2.381, -0.439)
C (1.337, 1.393, -0.221)
N (0.810, 0.333, -0.643)
H (1.943, 1.350, 0.678)
H (1.204, 2.371, -0.687)
H (-0.012, 0.386, -1.320)

E_HOMO   -9.39 eV
SMILES string   [H]/N=C/O.C=N
Kohn-Sham gap   10.273 eV
Total charge   0
DFT total energy   -264.479566 Eh
Spin multiplicity   1